Computed, not measured: C44H35N4OPS2ScSe2 as an isolated structure, with ωB97M-V/def2-TZVPD.

Summary:
* lowest unoccupied orbital energy: -2.86 eV
* gap between HOMO and LUMO: 0.2384 Ha
* calculated total energy: -8693.35445 Ha
* strongest force on any atom: 1.94 eV Å⁻¹
* relative energy (zero: lowest compared OMol25 entry of this formula, charge and spin): 26.0 kJ/mol
* HOMO: -0.34354 hartree

Geometry as ORCA input:
```
! wB97M-V def2-TZVPD RIJCOSX def2/J DEFGRID3
* xyz 1 1
Sc 0.74513 0.71215 0.18938
C 3.15792 3.95829 -2.20778
C 3.03172 3.61366 -3.54143
C 2.42386 2.41112 -3.85605
C 1.96784 1.57992 -2.83161
N 2.06909 1.92968 -1.53703
C 2.65414 3.09174 -1.25003
C 1.31885 0.28748 -3.13424
C 1.40638 -0.29917 -4.39975
C 0.73380 -1.48389 -4.63218
C 0.01780 -2.06476 -3.60098
C 0.00038 -1.44117 -2.35565
N 0.63542 -0.28491 -2.13769
C -0.75546 -2.01520 -1.22422
C -1.07992 -3.36917 -1.16383
C -1.77271 -3.84899 -0.06707
C -2.19748 -2.95351 0.90056
C -1.86230 -1.61707 0.74983
N -1.11885 -1.16167 -0.25571
H 3.61752 4.88324 -1.90209
H 3.38013 4.27187 -4.32113
H 2.28020 2.14693 -4.89075
H 2.75190 3.33604 -0.19839
H 1.98937 0.14693 -5.18909
H 0.76483 -1.95000 -5.60357
H -0.51823 -2.98348 -3.75953
H -0.75595 -4.04605 -1.93455
H -1.99455 -4.90114 0.00957
H -2.75921 -3.27454 1.76173
H -2.22086 -0.87203 1.45381
Se 2.26446 -1.68805 0.07969
P 1.72519 -1.81968 2.18551
Se 0.25131 -0.35462 2.81195
C 3.24129 -1.71427 3.18596
C 3.08029 -1.71655 4.56560
C 4.19881 -1.70137 5.37561
C 5.46597 -1.68950 4.81207
C 5.61719 -1.67600 3.43544
C 4.50391 -1.68857 2.61440
C 1.06960 -3.47701 2.60883
C -0.04549 -3.61809 3.42187
C -0.46096 -4.87848 3.80547
C 0.23628 -5.99641 3.38210
C 1.33941 -5.85493 2.55444
C 1.76595 -4.59628 2.17039
H 2.08142 -1.72909 4.98440
H 4.07953 -1.70962 6.44790
H 6.33559 -1.69959 5.45223
H 6.60353 -1.66516 2.99825
H 4.60871 -1.68752 1.53692
H -0.58071 -2.74174 3.76367
H -1.32298 -4.98472 4.44482
H -0.07951 -6.97585 3.70641
H 1.87197 -6.73070 2.21758
H 2.63088 -4.46004 1.53312
S 2.69706 1.83259 1.71294
C 1.36782 2.78841 2.25311
C 1.47044 3.72511 3.29131
C 0.33736 4.38126 3.70754
C -0.88403 4.09191 3.09566
C -0.89959 3.17178 2.07095
N 0.19007 2.53073 1.63381
H 2.43402 3.90073 3.74072
H 0.38745 5.10365 4.50772
H -1.79824 4.56124 3.42499
H -1.82931 2.92273 1.56987
O -0.85736 1.64094 -0.80348
S -2.28309 1.18112 -0.69884
C -3.26064 2.67750 -0.96994
C -4.52640 2.72425 -0.40958
C -5.27232 3.88473 -0.52766
C -4.74582 4.98094 -1.19201
C -3.48306 4.91704 -1.75786
C -2.73307 3.75821 -1.65073
C -2.66416 0.42738 -2.29883
C -3.61057 -0.58311 -2.32938
C -3.93580 -1.17592 -3.53691
C -3.31928 -0.74879 -4.70195
C -2.35423 0.24451 -4.66013
C -2.02182 0.83434 -3.45278
H -4.90996 1.86230 0.11724
H -6.25657 3.93838 -0.09305
H -5.32078 5.88941 -1.27561
H -3.07777 5.77271 -2.27405
H -1.73895 3.68846 -2.06660
H -4.07621 -0.90254 -1.40958
H -4.67345 -1.96306 -3.57162
H -3.59846 -1.18709 -5.64604
H -1.87984 0.57818 -5.57021
H -1.26584 1.60145 -3.39419
*
```